## w
{"formula": "C22H23N3O5", "method": "the ωB97M-V functional and the def2-TZVPD basis", "species": ["C", "C", "C", "C", "C", "O", "C", "N", "C", "O", "N", "C", "C", "C", "C", "C", "C", "O", "C", "C", "N", "C", "C", "C", "C", "C", "C", "O", "C", "O", "H", "H", "H", "H", "H", "H", "H", "H", "H", "H", "H", "H", "H", "H", "H", "H", "H", "H", "H", "H", "H", "H", "H"], "xyz": [[-3.296, -3.258, -0.564], [-2.293, -2.186, -0.320], [-0.943, -2.270, -0.172], [-0.450, -0.956, 0.079], [0.922, -0.548, 0.270], [1.282, 0.586, 0.519], [1.959, -1.672, 0.127], [3.275, -1.122, 0.304], [3.926, -1.115, 1.544], [3.591, -1.750, 2.510], [5.010, -0.318, 1.397], [5.031, 0.386, 0.138], [4.788, 1.907, 0.291], [5.760, 2.560, -0.686], [6.979, 1.644, -0.628], [6.355, 0.249, -0.639], [3.858, -0.269, -0.588], [3.523, -0.098, -1.732], [-1.554, -0.110, 0.084], [-1.604, 1.360, 0.267], [-2.657, -0.863, -0.163], [-3.979, -0.375, -0.233], [-4.699, -0.497, -1.412], [-6.007, -0.032, -1.515], [-6.552, 0.558, -0.401], [-5.826, 0.687, 0.787], [-4.539, 0.227, 0.901], [-6.600, 1.304, 1.728], [-7.839, 1.566, 1.101], [-7.797, 1.094, -0.230], [-4.194, -3.087, 0.027], [-2.869, -4.219, -0.291], [-3.585, -3.301, -1.614], [-0.364, -3.169, -0.228], [1.881, -2.119, -0.867], [1.802, -2.426, 0.901], [5.579, -0.051, 2.182], [5.024, 2.197, 1.317], [3.748, 2.163, 0.094], [5.337, 2.544, -1.690], [5.988, 3.589, -0.415], [7.527, 1.808, 0.302], [7.661, 1.796, -1.462], [6.126, -0.044, -1.665], [6.994, -0.511, -0.192], [-0.658, 1.788, -0.053], [-1.737, 1.615, 1.319], [-2.424, 1.795, -0.301], [-4.229, -0.952, -2.270], [-6.569, -0.125, -2.428], [-3.985, 0.316, 1.820], [-8.645, 1.053, 1.649], [-8.031, 2.650, 1.102]], "nbo_charge": [-0.64, 0.14, -0.27, -0.21, 0.57, -0.58, -0.33, -0.47, 0.80, -0.62, -0.62, 0.02, -0.40, -0.40, -0.40, -0.41, 0.73, -0.59, 0.25, -0.66, -0.35, 0.14, -0.21, -0.25, 0.22, 0.31, -0.29, -0.48, 0.24, -0.47, 0.22, 0.23, 0.22, 0.22, 0.24, 0.26, 0.41, 0.20, 0.24, 0.21, 0.21, 0.19, 0.22, 0.23, 0.22, 0.26, 0.23, 0.22, 0.23, 0.23, 0.24, 0.16, 0.16], "homo_energy_ha": -0.3004, "gap_ev": 8.8}

=====

## x
{"formula": "C22H23N3O5", "method": "the ωB97M-V functional and the def2-TZVPD basis", "species": ["C", "C", "O", "N", "C", "C", "C", "C", "C", "C", "C", "O", "C", "O", "N", "C", "C", "C", "C", "C", "C", "O", "N", "C", "C", "C", "C", "C", "O", "C", "H", "H", "H", "H", "H", "H", "H", "H", "H", "H", "H", "H", "H", "H", "H", "H", "H", "H", "H", "H", "H", "H", "H"], "xyz": [[-0.342, -2.401, -2.757], [-1.402, -1.557, -3.428], [-1.811, -1.766, -4.546], [-1.850, -0.560, -2.598], [-2.779, 0.429, -2.846], [-3.175, 0.703, -4.160], [-4.110, 1.671, -4.449], [-4.701, 2.398, -3.423], [-4.344, 2.130, -2.125], [-3.376, 1.163, -1.790], [-3.204, 1.020, -0.340], [-4.113, 1.327, 0.424], [-1.890, 0.595, 0.345], [-0.885, 0.207, -0.239], [-2.006, 0.744, 1.672], [-1.080, 0.487, 2.684], [-1.452, 0.735, 4.004], [-0.555, 0.498, 5.029], [0.711, 0.009, 4.753], [1.081, -0.262, 3.440], [2.464, -0.767, 3.162], [3.417, -0.470, 3.858], [2.545, -1.602, 2.103], [3.788, -2.017, 1.506], [4.062, -1.205, 0.224], [4.408, 0.270, 0.507], [3.147, 1.027, 0.090], [2.560, 0.104, -0.974], [2.880, -1.216, -0.572], [0.187, -0.012, 2.407], [0.487, -1.784, -2.418], [0.022, -3.145, -3.459], [-0.768, -2.907, -1.892], [-1.385, -0.491, -1.690], [-2.730, 0.129, -4.954], [-4.378, 1.863, -5.477], [-5.433, 3.161, -3.639], [-4.799, 2.677, -1.313], [-2.930, 1.076, 1.956], [-2.440, 1.118, 4.218], [-0.844, 0.700, 6.049], [1.426, -0.168, 5.541], [1.739, -1.733, 1.512], [4.587, -1.862, 2.231], [3.719, -3.079, 1.254], [4.872, -1.699, -0.331], [5.258, 0.579, -0.101], [4.653, 0.426, 1.555], [2.463, 1.125, 0.934], [3.360, 2.019, -0.302], [3.010, 0.310, -1.956], [1.473, 0.176, -1.058], [0.464, -0.173, 1.378]], "nbo_charge": [-0.71, 0.69, -0.60, -0.66, 0.31, -0.28, -0.14, -0.26, -0.12, -0.26, 0.49, -0.54, 0.60, -0.64, -0.59, 0.22, -0.23, -0.20, -0.17, -0.11, 0.66, -0.62, -0.61, -0.24, 0.09, -0.45, -0.43, -0.07, -0.55, -0.26, 0.23, 0.24, 0.23, 0.43, 0.26, 0.22, 0.22, 0.23, 0.44, 0.21, 0.22, 0.24, 0.41, 0.23, 0.20, 0.18, 0.21, 0.24, 0.21, 0.22, 0.16, 0.20, 0.24], "homo_energy_ha": -0.3222, "gap_ev": 7.8}

=====

Q: Which of them is the least stable? A: w.